{"formula": "C8H14", "method": "ωB97M-V with the def2-TZVPD basis set", "elements": ["C", "C", "C", "C", "C", "C", "C", "C", "H", "H", "H", "H", "H", "H", "H", "H", "H", "H", "H", "H", "H", "H"], "positions_angstrom": [[1.159628, 0.790939, -1.195272], [0.953563, -0.503642, -0.890409], [2.056679, -1.463983, -1.234384], [-0.278451, -0.931845, -0.199677], [-1.151172, -1.741726, -0.850527], [-0.744189, -0.450477, 1.175954], [-0.424209, 1.012190, 1.554788], [-1.325254, 2.045396, 0.910283], [2.124259, 1.136175, -1.560538], [0.425087, 1.571282, -1.308685], [1.783288, -2.224288, -1.963393], [2.355910, -1.982206, -0.310312], [2.911502, -0.905160, -1.610287], [-0.981701, -1.921042, -1.902787], [-2.019809, -2.046855, -0.291630], [-0.268146, -1.113070, 1.908034], [-1.828158, -0.532987, 1.249384], [0.647293, 1.186415, 1.462123], [-0.531733, 1.037518, 2.648800], [-1.080183, 3.024630, 1.324643], [-2.360110, 1.922233, 1.250948], [-1.424094, 2.090504, -0.167056]], "forces_ev_per_angstrom": [[0.296, -0.245, -0.689], [0.505, 1.840, -0.142], [0.199, -0.257, 1.204], [-2.262, -1.026, -1.072], [1.395, 1.370, 0.667], [1.151, 0.483, 0.004], [0.292, -1.083, 0.480], [-0.693, 0.545, 0.982], [0.023, -0.388, -0.209], [-0.453, -0.062, 0.855], [-0.264, 0.029, -0.026], [0.101, -0.131, -0.326], [0.014, -0.096, -0.056], [-0.205, -0.674, 0.035], [-0.415, -0.230, -0.479], [-0.185, 0.126, 0.170], [0.040, -0.441, -0.064], [0.003, 0.274, -0.584], [-0.393, 0.279, -0.168], [0.228, 0.194, -0.420], [0.039, -0.364, 0.075], [0.584, -0.143, -0.238]], "lowdin_charge": [0.050, -0.331, -0.059, -0.270, 0.064, -0.167, -0.269, -0.115, 0.060, 0.053, 0.079, 0.085, 0.071, 0.066, 0.057, 0.115, 0.105, 0.095, 0.106, 0.071, 0.073, 0.059], "orbital_gap_ha": 0.3614, "mol_weight_g_mol": 110.20, "lumo_energy_ha": 0.0398, "charge": 0, "de_lowest_kcal_mol": 39.9, "smiles": "C=C(C)C(=C)CCC"}